{"formula": "C36H96F2N12O24S2", "method": "ωB97M-V/def2-TZVPD", "symbols": ["N", "H", "H", "H", "H", "N", "H", "H", "H", "H", "N", "H", "H", "H", "H", "N", "H", "H", "H", "H", "N", "H", "H", "H", "H", "N", "H", "H", "H", "H", "N", "H", "H", "H", "H", "N", "H", "H", "H", "H", "S", "O", "O", "O", "O", "S", "O", "O", "O", "O", "F", "F", "C", "C", "C", "O", "C", "C", "C", "O", "O", "O", "H", "H", "C", "C", "C", "O", "C", "C", "C", "O", "O", "O", "H", "H", "C", "O", "C", "C", "N", "C", "C", "O", "C", "H", "H", "H", "H", "H", "H", "H", "H", "H", "H", "H", "H", "H", "H", "H", "C", "O", "C", "C", "N", "C", "C", "O", "C", "H", "H", "H", "H", "H", "H", "H", "H", "H", "H", "H", "H", "H", "H", "H", "C", "O", "C", "C", "N", "C", "C", "O", "C", "H", "H", "H", "H", "H", "H", "H", "H", "H", "H", "H", "H", "H", "H", "H", "C", "O", "C", "C", "N", "C", "C", "O", "C", "H", "H", "H", "H", "H", "H", "H", "H", "H", "H", "H", "H", "H", "H", "H"], "positions_angstrom": [[0.8807, 1.8071, -0.2343], [0.0656, 2.0811, 0.2955], [1.0561, 2.5517, -0.8938], [0.6849, 0.9025, -0.6385], [1.6707, 1.7155, 0.3883], [-3.3540, -2.8715, -1.7636], [-3.6686, -3.3901, -0.9561], [-3.0654, -3.4218, -2.5598], [-2.4605, -2.4204, -1.6282], [-3.9967, -2.1610, -2.0833], [0.8736, -2.9053, 5.3007], [-0.1300, -2.8065, 5.3566], [1.0276, -3.8624, 5.5843], [1.3362, -2.2006, 5.8571], [1.1451, -2.8019, 4.3334], [2.3389, -1.6532, 0.2786], [3.1683, -1.8278, -0.2706], [2.4955, -0.7062, 0.5927], [2.2973, -2.2638, 1.0820], [1.4959, -1.5052, -0.2577], [-2.3072, 0.3705, 5.6780], [-2.5972, 1.3374, 5.6447], [-2.7351, 0.2145, 6.5795], [-1.2991, 0.3887, 5.7379], [-2.5935, -0.2326, 4.9201], [0.6227, -0.2275, 2.5364], [1.4662, 0.0377, 2.0482], [0.7167, -1.2189, 2.7045], [-0.1624, -0.1594, 1.9047], [0.4639, 0.1494, 3.4599], [-0.0956, -4.5042, 0.9476], [0.2532, -4.9277, 0.0996], [-0.3681, -3.6259, 0.5300], [0.5694, -4.3231, 1.6859], [-0.9089, -4.8722, 1.4199], [-2.9727, 0.8956, 1.7941], [-2.6095, 1.6314, 2.3831], [-3.3247, 0.3015, 2.5311], [-2.2727, 0.3471, 1.3153], [-3.6251, 1.2780, 1.1246], [-0.9675, -0.9810, -0.4025], [0.3053, -0.5107, -0.8989], [-1.0794, -0.4719, 0.8948], [-2.0153, -0.5929, -1.2662], [-0.9904, -2.4794, -0.2942], [1.3642, 0.2281, 6.3467], [2.3052, 1.3513, 6.1471], [0.5556, 0.6647, 7.5031], [0.4198, 0.2290, 5.1932], [2.0420, -1.0531, 6.5052], [1.4322, -2.9570, 2.7105], [2.8607, 0.8704, 1.3893], [-1.3188, 4.0858, 5.0181], [-1.5171, 3.2094, 3.8946], [-0.3311, 3.1386, 2.8203], [-0.6655, 2.5370, 1.7333], [0.9725, 3.6225, 3.1895], [1.0793, 4.3322, 4.3599], [-0.1781, 4.7378, 5.2271], [-0.0643, 5.4448, 6.2869], [2.2977, 4.4870, 4.7287], [-2.4073, 2.3956, 3.8279], [-2.1570, 4.2610, 5.6763], [1.7993, 3.3444, 2.5527], [-4.1395, -2.5268, 1.9281], [-3.8174, -3.7996, 1.5627], [-2.7260, -4.6086, 2.1902], [-2.3737, -5.8358, 1.9305], [-1.9421, -4.0064, 3.0645], [-2.0963, -2.8163, 3.6773], [-3.2994, -1.8762, 3.0676], [-3.6028, -0.7792, 3.5892], [-1.7008, -2.5137, 4.7219], [-4.4424, -4.2076, 0.4896], [-4.8055, -1.9628, 1.2918], [-1.0689, -4.5582, 3.3800], [5.1813, -4.4640, 1.3334], [5.8531, -4.4102, 0.0387], [6.3511, -3.0596, -0.3531], [5.6445, -2.6713, -1.6908], [4.5779, -1.7229, -1.6256], [3.8346, -1.6007, -2.8881], [3.0857, -0.2858, -3.0563], [2.8528, -0.2173, -4.4755], [2.9101, 1.1317, -5.0215], [4.7440, -5.4552, 1.4533], [4.3822, -3.7260, 1.4033], [5.6876, -4.2343, 2.2710], [7.4406, -3.0655, -0.3191], [6.1720, -2.3602, 0.4635], [5.3992, -3.6638, -2.0688], [6.4613, -2.2451, -2.2732], [5.2051, -0.9373, -1.5280], [3.0725, -2.3784, -2.9382], [4.4792, -1.8029, -3.7435], [3.7235, 0.5229, -2.6995], [2.1212, -0.3330, -2.5507], [3.9171, 1.5001, -5.2176], [2.4914, 1.7941, -4.2639], [2.4583, 1.2182, -6.0097], [6.5946, 5.2910, -1.6299], [5.2164, 5.2820, -1.4247], [4.8134, 5.1858, -0.0536], [3.2555, 5.3963, 0.0044], [2.5287, 4.7230, -1.0779], [1.1363, 5.0635, -1.0706], [0.4651, 4.6009, -2.3764], [0.5103, 3.2132, -2.5435], [-0.0823, 2.8957, -3.7864], [7.0125, 6.2598, -1.3566], [6.8484, 5.2523, -2.6893], [7.0459, 4.4617, -1.0852], [5.5308, 5.8738, 0.3938], [5.1356, 4.1881, 0.2447], [3.0782, 6.4565, -0.1761], [2.9050, 4.9240, 0.9221], [2.9888, 4.9224, -1.9546], [0.9737, 6.1411, -1.0917], [0.5123, 4.7603, -0.2298], [0.6799, 5.1942, -3.2652], [-0.5731, 4.9324, -2.3969], [0.0009, 1.8380, -4.0365], [0.2218, 3.5574, -4.5974], [-1.1561, 2.8603, -3.6025], [2.6803, -5.2690, -0.8300], [1.3225, -5.1879, -1.3782], [1.1426, -5.4035, -2.7026], [-0.2687, -5.1962, -3.1992], [-0.7982, -3.8078, -3.0235], [-0.1576, -2.9147, -3.9276], [-0.8386, -1.6639, -4.4082], [-2.2524, -1.6339, -4.3338], [-2.6916, -0.3958, -4.5560], [2.7499, -4.8216, 0.1615], [3.3929, -4.8639, -1.5485], [2.9344, -6.3274, -0.7718], [1.3743, -6.4260, -3.0010], [1.7277, -4.6076, -3.1634], [-0.9380, -5.8668, -2.6603], [-0.4040, -5.4857, -4.2413], [-0.5731, -3.3494, -2.1521], [-0.2498, -3.4678, -4.8623], [0.8293, -2.6053, -3.5834], [-0.6113, -1.5149, -5.4637], [-0.4564, -0.8349, -3.8126], [-2.4589, 0.1908, -3.6672], [-3.7796, -0.3425, -4.5959], [-2.2143, 0.0960, -5.4036], [-9.1072, 0.7490, -1.1628], [-7.7911, 0.3193, -1.4566], [-6.6546, 1.1456, -0.9958], [-5.2602, 0.4468, -1.2955], [-4.0841, 1.0764, -0.7695], [-3.8613, 2.4166, -1.3807], [-2.7966, 3.3135, -0.6947], [-2.7564, 4.5264, -1.5034], [-2.6183, 5.7004, -0.8434], [-9.1694, 1.8202, -0.9708], [-9.3400, 0.1849, -0.2596], [-9.7146, 0.4009, -1.9982], [-6.6136, 1.2490, 0.0885], [-6.7221, 2.1660, -1.3732], [-5.2561, 0.5961, -2.3752], [-5.0899, -0.5899, -1.0051], [-3.2701, 0.5229, -0.9958], [-4.7470, 3.0484, -1.3131], [-3.6214, 2.2094, -2.4236], [-1.9052, 2.6863, -0.6893], [-3.0897, 3.3777, 0.3532], [-1.9045, 5.5158, -0.0406], [-3.5595, 6.1369, -0.5093], [-2.0261, 6.3511, -1.4869]], "forces_ev_per_angstrom": [[0.52, 1.42, -0.70], [-0.60, 0.54, 1.61], [0.24, -0.30, -0.37], [0.14, -0.14, -0.63], [1.01, -0.30, 1.19], [0.46, 0.46, -1.84], [-0.72, -0.94, 1.41], [-0.39, -0.88, -0.42], [0.21, 0.61, 1.04], [-0.28, 0.07, 0.15], [-1.16, -2.34, -0.33], [-0.69, 0.52, -0.18], [0.57, -0.07, 0.14], [1.30, 1.70, 1.56], [0.32, -0.08, -1.25], [0.88, -0.18, 0.08], [0.51, -0.38, -0.79], [0.75, 1.86, 1.34], [-0.74, -0.49, 0.96], [-0.80, -0.59, -0.55], [-0.73, 1.40, 2.11], [0.12, 0.75, -1.77], [0.34, -1.51, 0.33], [2.02, -0.19, 0.19], [-0.82, -0.24, -0.55], [0.37, -1.20, 0.40], [1.09, 1.38, 0.39], [0.23, -0.90, 0.16], [0.12, 0.63, 0.39], [0.52, 1.07, 1.34], [0.63, -0.08, -0.06], [0.21, -1.30, 0.19], [-0.46, 1.47, 0.38], [1.00, 0.60, 0.34], [-0.72, -1.38, -0.42], [-0.93, 0.62, -0.30], [1.27, 1.26, 0.53], [-1.25, -0.43, -0.05], [0.34, 0.37, -0.10], [-0.54, -0.41, -0.09], [1.06, -4.09, -0.32], [1.91, -1.04, -2.37], [-1.94, 0.91, 2.40], [-2.34, 1.10, -2.55], [0.26, 0.91, -1.29], [0.48, 7.00, 1.37], [0.50, -1.75, -0.61], [-0.87, -1.91, 0.77], [-1.28, -1.62, -1.51], [0.55, -1.89, 0.24], [0.18, -0.29, -0.78], [-0.46, -0.79, -1.03], [-3.64, -2.45, -3.24], [4.75, 3.03, 1.82], [0.77, 0.53, 0.62], [-0.14, 0.18, 0.24], [-4.85, -1.86, -3.01], [4.48, 0.65, 2.42], [3.64, 2.10, 3.42], [0.60, -0.40, -2.24], [-3.11, 1.11, 0.23], [-3.13, -1.98, -0.81], [-0.06, -0.15, 0.27], [0.29, 0.08, 0.25], [3.27, 2.52, 4.03], [-2.11, -0.65, -3.75], [-0.34, -3.43, -1.11], [-1.59, 1.55, -1.12], [3.10, -0.09, 1.05], [-5.45, 1.29, -4.33], [-2.44, -1.82, -2.09], [0.73, -1.75, 0.23], [2.57, 2.63, 5.88], [1.42, -0.61, 0.79], [-0.24, 0.15, 0.34], [-0.06, -0.34, 0.50], [-0.54, 0.39, -0.53], [0.30, 1.29, 1.23], [-1.49, -0.89, 1.21], [2.42, -1.95, 0.77], [-0.10, 0.40, 0.36], [-0.09, -0.57, 0.29], [0.56, -0.55, -0.95], [0.10, 1.22, -0.74], [0.25, -0.46, 0.96], [0.12, -0.01, -0.27], [-0.39, 0.03, -0.48], [1.25, -0.14, -0.38], [0.09, -0.44, -0.96], [-0.72, 0.21, 0.01], [-0.38, 0.22, -0.48], [0.09, -0.19, -0.74], [-1.07, 1.29, 0.25], [0.05, -0.39, 0.22], [0.18, 0.40, -0.23], [-0.22, 0.34, 0.02], [0.07, 0.38, 0.25], [0.56, -0.40, 0.39], [-0.37, 0.29, -0.40], [-0.69, -0.45, 0.34], [-0.12, 0.35, 0.04], [-0.88, 0.09, -1.51], [0.24, -0.73, -1.45], [1.45, -0.45, -0.52], [0.87, -1.02, 0.82], [-0.78, 0.48, -2.03], [-1.23, 1.16, 0.89], [0.79, 0.05, -1.39], [-1.30, -1.21, 0.78], [0.29, 0.10, 0.72], [-0.43, -0.54, -0.15], [0.44, 0.02, 0.01], [-0.98, 0.53, 1.19], [-0.46, -0.26, 0.51], [-0.13, 0.42, 1.03], [-0.14, 0.86, 0.37], [-0.26, 0.09, -0.19], [0.06, 0.66, 0.08], [0.62, -0.69, 0.41], [1.72, -0.30, -0.44], [-0.65, -0.36, 0.94], [1.16, -0.07, -0.02], [-0.02, -0.05, 0.00], [-0.53, 1.04, -0.42], [-0.90, -0.91, -1.47], [0.20, 0.40, 3.45], [0.30, 0.35, -2.13], [-1.30, 1.01, 1.72], [-0.26, -0.17, 0.24], [-0.74, -0.75, -2.45], [-0.63, 1.37, 0.91], [0.77, -3.64, 0.27], [-1.04, 2.89, 0.79], [-0.36, 0.17, -0.32], [0.00, 0.52, 0.15], [0.05, -0.15, 0.28], [0.76, -0.13, -0.17], [0.67, -0.50, -1.00], [-0.07, -0.04, 0.28], [0.45, 0.21, -0.10], [-0.30, -1.08, 1.27], [1.51, -0.43, -0.24], [0.43, -0.20, -0.60], [0.55, 0.21, -0.05], [-0.01, 0.48, -0.05], [0.23, 0.67, 0.15], [-0.07, -0.32, -0.51], [-0.15, 0.05, -0.45], [1.10, -0.70, 0.60], [2.50, 0.88, -0.39], [0.01, -1.62, 1.44], [-0.77, 0.82, -1.56], [-0.54, 2.89, 0.59], [-0.12, 0.01, 0.57], [-1.03, -1.50, -1.26], [-0.57, -3.43, -0.51], [1.75, 0.89, 1.13], [-0.17, 0.09, -0.20], [-0.79, 0.30, 0.19], [-0.23, 0.33, 0.12], [-0.75, -0.04, 0.42], [0.09, -0.16, -0.53], [0.31, -0.89, -0.83], [-1.25, -0.18, -0.05], [-0.04, -0.30, 0.14], [-0.37, -0.39, -0.30], [0.13, 0.60, -0.45], [0.82, 0.84, -0.14], [0.10, 0.97, 0.04], [-0.35, 0.45, 0.83], [0.03, 0.16, 0.10], [-0.53, 0.57, -0.27]], "charge": -2, "multiplicity": 1, "homo_energy_ev": -1.23}